Computed, not measured: a cluster of 11 separate species, C5H30NO12 in total at a distorted geometry, with ωB97M-V/def2-TZVPD.

As for the gap between HOMO and LUMO (spin up / spin down): 10.534 / 5.554 eV. The total energy is -31725.3500 eV. The multiplicity is 2. As for the HOMO energy (spin up / spin down): -10.6 / -10.6 eV.

Last column: natural (NBO) charge in e.
Atoms and positions in Å:
C -0.148 0.779 0.540  -0.045
H -1.674 0.997 -0.951  0.183
H 1.729 1.858 -0.077  0.285
C 0.699 1.543 -0.437  -0.448
H -1.016 -1.566 4.648  0.458
H -0.280 0.748 -2.095  0.216
H -0.024 -2.226 1.239  0.525
O -0.398 -3.061 -3.044  -0.923
H -1.213 2.136 1.574  0.412
O 3.091 -3.680 0.191  -0.931
H 0.944 -0.373 -1.307  0.262
H 3.801 -0.509 1.479  0.459
H -2.553 3.675 -0.417  0.531
C -1.508 0.331 -0.258  -0.005
H -0.235 -2.146 -2.838  0.460
H 2.737 -4.077 -0.560  0.459
H 0.228 -0.243 0.932  0.277
C 0.731 0.732 -1.637  -0.528
N -0.528 1.488 1.735  -0.578
O -2.398 3.072 -2.253  -0.965
H -2.189 -0.098 0.593  0.245
H -2.768 -0.042 -4.108  0.501
H 1.225 -0.437 3.099  0.485
H 0.651 -3.214 -0.393  0.460
H -2.052 4.470 0.943  0.488
C 1.906 1.367 -2.500  0.437
H -0.974 -1.673 3.176  0.476
O 2.205 2.576 -2.344  -0.517
H -3.128 2.682 -2.886  0.517
H 0.214 2.515 -0.551  0.236
O 0.523 -2.365 -0.082  -1.140
H 2.458 0.774 -3.210  0.145
H 1.081 0.986 3.178  0.466
O -1.310 -0.804 -0.967  -0.707
H -2.026 0.100 -2.660  0.488
H -0.843 -3.300 -2.205  0.466
O -2.450 0.662 -3.414  -0.996
H 2.355 -3.320 0.655  0.472
H 0.877 -2.698 2.619  0.491
O 4.015 0.081 2.107  -0.971
O 0.278 -1.977 2.327  -1.086
H 3.307 0.232 2.743  0.494
H -0.902 0.784 2.412  0.397
H -0.523 -1.463 -0.665  0.529
H -1.688 2.456 -2.269  0.468
O -1.658 -1.602 3.819  -0.979
O -2.211 3.577 0.564  -1.022
O 1.643 0.254 3.553  -0.944

Computed, not measured: a cluster of 10 separate species, C5H31N2O10 in total at a distorted geometry, with ωB97M-V/def2-TZVPD.

As for the gap between HOMO and LUMO (spin up / spin down): 9.733 / 4.673 eV. The total energy is -29125.5389 eV. The multiplicity is 2. As for the HOMO energy (spin up / spin down): -16.5 / -16.5 eV. The charge is +2.

Last column: natural (NBO) charge in e.
Atoms and positions in Å:
H 1.560 2.233 -0.368  0.473
H 1.594 0.923 0.664  0.483
O 2.815 -0.984 1.273  -0.971
H -2.593 0.945 1.349  0.482
H 1.768 1.318 3.485  0.514
H -2.923 3.020 2.579  0.501
H 2.312 -0.564 -1.084  0.250
O -3.140 2.099 2.761  -0.972
H 0.086 -0.313 -0.886  0.269
O -0.778 2.350 0.804  -0.375
H -3.018 2.000 3.719  0.506
C -0.900 1.269 0.261  0.615
H -0.719 -3.351 -0.459  0.529
H 3.439 0.756 -1.142  0.259
O 1.527 0.986 2.596  -0.954
H -2.071 -1.606 -1.639  0.511
O 1.086 -1.616 -2.343  -0.994
C 2.399 0.500 -1.200  -0.432
H 2.013 4.713 -0.036  0.508
O -1.680 -3.245 -0.598  -0.993
H -0.505 -1.346 2.936  0.447
O 0.396 -1.511 3.258  -0.935
H -2.005 -1.368 -3.208  0.518
C -2.513 -0.628 -0.050  -0.525
H 2.303 -1.660 0.913  0.470
H 2.050 -3.464 0.013  0.502
H 2.137 0.665 -2.246  0.216
H 1.457 -1.884 -3.192  0.516
O -1.726 -1.018 -2.345  -1.003
H -2.263 -3.727 0.004  0.516
H 0.308 0.805 -2.885  0.254
H -3.074 -0.336 -0.940  0.324
H 2.356 -0.736 2.096  0.498
C -0.260 1.347 -2.151  -0.653
H -1.265 1.025 -2.440  0.267
H 1.180 -2.653 -0.961  0.496
H 0.648 4.065 -0.189  0.481
O 1.563 4.038 -0.541  -0.950
H 0.173 -1.742 4.180  0.493
N -1.940 0.474 0.682  -0.221
N 1.493 1.223 -0.330  -0.539
H -3.232 -1.089 0.611  0.264
H -1.749 -1.400 -0.192  0.282
H -0.289 2.433 -2.219  0.252
C 0.091 0.776 -0.781  -0.146
H 0.114 -1.561 -2.463  0.505
O 1.196 -3.040 -0.026  -1.007
H 0.580 0.880 2.731  0.468

Computed, not measured: a cluster of 12 separate species, C5H31NO11 in total at a distorted geometry, with ωB97M-V/def2-TZVPD.

As for the gap between HOMO and LUMO: 7.180 eV. Its SMILES is C/C=C/C=C/N.O.O.O.O.O.O.O.O.O.O.O. The total energy is -29700.0327 eV. As for the HOMO energy: -7.0 eV.

Last column: natural (NBO) charge in e.
Atoms and positions in Å:
H 0.309 0.535 4.508  0.486
H -1.139 -0.457 -3.526  0.189
O -1.181 1.721 0.314  -1.010
H 0.919 3.356 0.164  0.507
O 2.165 -1.956 -1.739  -0.957
H -1.879 1.262 -0.170  0.518
H -2.479 -4.062 -0.655  0.217
H -0.284 1.565 -4.021  0.364
C -0.262 0.904 -2.110  0.052
H 0.320 1.016 -1.215  0.213
H 2.546 3.266 -2.510  0.475
H 3.251 2.075 -1.900  0.484
H 3.397 -0.835 2.070  0.496
H 2.388 -2.740 -2.261  0.468
H -1.250 -0.945 2.128  0.515
H 0.499 2.389 2.149  0.485
H -0.763 -1.281 -0.616  0.197
H 1.207 -1.923 -1.916  0.490
H -4.026 -0.564 0.466  0.463
H 0.398 -0.633 3.418  0.497
H -0.833 2.493 -0.169  0.515
H -2.434 -1.104 3.335  0.504
C -0.843 -0.255 -2.500  -0.374
O -2.034 -1.357 2.501  -0.992
O 1.317 2.734 1.760  -0.966
O 2.616 2.307 -2.587  -0.942
H 2.405 -0.221 2.927  0.492
O 2.782 -2.656 1.324  -0.957
H -2.597 -2.557 0.301  0.216
H 0.540 4.656 -0.598  0.481
H 1.938 2.207 2.290  0.505
H -0.027 0.618 0.944  0.509
O 0.871 -0.099 4.063  -0.975
O 3.039 0.061 2.240  -0.994
H 1.434 -0.079 1.079  0.511
C -2.841 -3.024 -0.657  -0.649
O 0.467 3.698 -0.634  -0.987
H -3.913 -2.868 -0.814  0.213
H -2.410 -2.552 -2.826  0.182
O -3.565 0.197 0.846  -0.968
H 3.164 -2.424 0.462  0.486
C -2.115 -2.318 -1.793  -0.207
H 0.807 2.352 -3.001  0.401
N -0.106 1.886 -3.086  -0.815
H -2.916 -0.344 1.360  0.479
H 1.849 -2.515 1.106  0.481
C -1.210 -1.346 -1.621  -0.238
O 0.478 -0.184 1.169  -1.061

Computed, not measured: a cluster of 10 separate species, C5H31NO12 in total at a distorted geometry, with ωB97M-V/def2-TZVPD.

As for the gap between HOMO and LUMO: 8.845 eV. Its SMILES is CN[C@H](C(O)O)[C@H](C)O.O.O.O.O.O.O.O.O.O. The total energy is -31745.2401 eV. As for the HOMO energy: -9.2 eV.

Last column: natural (NBO) charge in e.
Atoms and positions in Å:
H 1.649 -0.629 -3.070  0.204
O -0.873 -1.992 0.820  -0.756
H 3.634 -1.127 0.750  0.479
O -0.926 3.734 0.367  -1.005
H -1.231 0.139 4.279  0.512
H -1.984 -0.516 -3.493  0.491
H 2.080 0.571 -0.385  0.365
C 0.429 -0.670 -0.768  -0.130
H -0.585 -0.295 -3.543  0.464
O -3.418 0.004 1.589  -0.946
H 0.982 -1.157 1.238  0.179
H 4.792 0.347 0.262  0.481
O -1.201 -1.003 -3.485  -0.948
O 1.802 0.695 2.629  -0.926
H -0.963 2.753 0.559  0.503
H 1.615 1.184 -2.610  0.195
H 3.114 0.449 -2.622  0.197
H -3.493 0.837 -1.948  0.481
H 0.895 1.140 0.911  0.496
H 1.702 -3.262 1.120  0.192
H 0.778 -3.789 0.144  0.237
H -2.858 0.371 2.317  0.472
H -0.960 -2.202 1.720  0.479
H -1.177 4.359 0.956  0.484
O 3.678 -1.501 1.623  -0.960
O -3.106 -1.484 -1.545  -0.947
O -0.580 1.448 -1.377  -0.769
O -1.725 0.722 3.614  -0.980
H -1.422 0.917 2.787  0.491
H -1.583 0.189 -0.045  0.172
H 3.374 -2.404 1.398  0.478
O 3.959 0.911 0.441  -0.947
H 2.218 1.617 2.519  0.465
H -0.561 2.342 -1.164  0.498
H 2.136 -2.860 -0.510  0.232
H 4.510 1.441 1.045  0.476
H -0.059 -1.182 -1.610  0.263
C 0.484 -1.659 0.447  0.097
H 2.500 0.208 2.367  0.482
C 2.037 0.200 -2.395  -0.423
H -2.202 1.675 -1.986  0.480
H -2.741 -0.637 1.242  0.454
N 1.793 -0.248 -0.989  -0.668
O -2.932 1.337 -2.511  -0.980
H -2.785 -1.841 -0.690  0.478
C 1.324 -2.870 0.173  -0.666
O -0.115 1.133 0.852  -0.755
C -0.508 0.545 -0.294  0.359
H -3.031 -2.208 -2.120  0.471

Computed, not measured: a cluster of 8 separate species, C5H32B2ClNO9 in total at a distorted geometry, with ωB97M-V/def2-TZVPD.

As for the gap between HOMO and LUMO: 7.216 eV. The total energy is -39477.4212 eV. As for the HOMO energy: -8.5 eV.

Last column: natural (NBO) charge in e.
Atoms and positions in Å:
H -2.751 -3.330 -2.382  -0.033
H 4.994 -2.010 -2.807  0.183
H -1.276 2.677 2.667  0.212
C -0.270 2.262 2.606  -0.085
O -4.692 1.463 -0.325  -0.829
H 2.944 4.222 1.008  0.184
H -0.309 -1.203 -0.288  0.050
H -0.250 -4.554 -0.225  0.529
O -3.092 2.759 0.677  -0.881
H 1.200 1.786 4.162  0.195
H 1.375 0.375 1.323  0.575
H 3.964 -0.684 -3.076  0.175
C 0.518 3.059 1.474  -0.113
H -1.015 0.781 1.522  0.409
N -0.465 0.868 2.364  -0.912
H 3.890 -1.633 -1.464  0.164
O -1.604 -0.516 -2.866  -0.795
B -3.279 -2.644 -1.737  -0.881
C 2.757 3.354 1.641  -0.247
Cl -3.312 1.760 -0.306  2.578
H -0.920 -0.589 -3.536  0.540
H -4.045 -3.143 -1.164  0.022
H 2.045 -1.044 1.684  0.536
O 1.785 -0.429 0.994  -0.794
C 0.284 2.333 3.938  -0.617
H -0.214 -2.009 -1.870  0.030
H 2.546 3.622 2.676  0.173
B 0.327 -1.446 -1.125  -1.054
O -2.392 0.661 -0.132  -0.938
H 0.454 3.408 4.001  0.211
H -3.638 -1.894 -2.424  0.005
O 1.773 2.467 1.213  -0.568
O 2.998 -2.536 -3.087  -0.753
H 1.096 -0.854 0.478  0.578
H 2.135 -2.481 -2.670  0.480
H 0.724 -0.509 -1.485  0.056
H 3.652 2.746 1.772  0.181
H -1.137 -0.360 -2.042  0.588
H 0.435 4.146 1.492  0.210
C 4.004 -1.637 -2.548  -0.246
H -2.236 -1.220 -2.707  0.597
O -2.956 2.206 -1.639  -0.910
H -0.437 2.073 4.713  0.215
H -1.732 -4.133 -0.497  0.586
H -0.115 2.957 0.592  0.216
H -0.989 0.344 3.051  0.380
H -2.572 -2.142 -1.096  -0.041
H 1.148 -2.102 -0.884  0.009
O -0.829 -4.066 -0.815  -0.771
H -0.523 -3.156 -0.850  0.599

Computed, not measured: a structure of composition C5H32NO10S2 at a distorted geometry, with ωB97M-V/def2-TZVPD.

As for the gap between HOMO and LUMO: 7.066 eV. The total energy is -49340.7072 eV. As for the HOMO energy: -4.5 eV. The charge is -1.

Last column: natural (NBO) charge in e.
Atoms and positions in Å:
H 2.312 2.556 -1.595  0.194
H -3.314 3.006 1.094  0.483
H -1.671 3.095 -3.147  0.487
O -2.452 0.157 3.388  -0.984
C 1.148 -0.369 -0.221  -0.232
H 1.047 -0.718 -1.234  0.191
S 0.362 -4.498 -1.026  -0.077
C 1.207 1.230 -0.374  -0.426
C 1.815 1.549 -1.679  -0.519
O 3.541 0.631 1.971  -0.961
H 2.536 -2.504 2.036  0.508
H -1.885 2.516 -1.719  0.476
H -1.324 2.918 1.956  0.494
H 0.851 -0.373 2.862  0.510
O -2.877 2.188 1.321  -0.998
O 3.332 -2.479 1.494  -1.013
C -0.515 -2.944 -0.666  -0.571
H -2.729 -0.720 -0.782  0.477
H 3.777 -1.740 1.093  0.509
H 0.826 -2.564 1.028  0.182
O -2.062 -0.055 -3.244  -1.007
H -2.032 0.416 2.571  0.499
O -2.301 2.644 -2.575  -0.959
H 4.070 0.261 2.682  0.464
H 0.658 -0.325 -3.600  0.433
H -0.565 4.149 2.469  0.454
H 2.094 -0.724 0.212  0.200
H -2.252 0.284 -1.756  0.519
H -3.112 0.712 3.793  0.483
H 1.006 -4.764 0.133  0.115
H 0.277 -1.625 -4.495  0.461
O 0.220 -1.364 -3.569  -1.052
H -2.746 1.571 0.583  0.523
H 1.516 1.865 0.463  0.205
H 0.136 1.528 -0.478  0.181
S 0.733 1.411 -3.138  -0.579
H 1.510 -0.293 4.350  0.485
H -1.527 0.761 -3.343  0.503
H -0.341 -2.246 -1.513  0.267
N -0.099 -0.708 0.476  -0.707
H -1.539 -3.257 -0.447  0.199
H 2.746 0.970 -1.844  0.194
H -0.902 -2.454 1.361  0.188
O -0.964 3.328 2.772  -0.970
C -0.138 -2.149 0.670  -0.214
O 1.551 -0.660 3.467  -0.992
H -1.244 -0.642 -3.370  0.508
O -2.404 0.189 -0.721  -1.037
H 2.636 0.549 2.276  0.490
H -0.910 -0.305 0.017  0.414